No. 1
DFT (wB97M-V/def2-TZVPD) results for C14H21Cl3Cs3N5O16P3 as an isolated structure.

Cartesian coordinates (Å):
C1 4.93 -2.04 2.35
C2 4.33 -3.06 1.40
N1 3.28 -2.58 0.42
C3 2.05 -1.90 0.98
O1 1.86 -1.12 2.04
C4 0.78 -2.35 0.04
C5 -0.80 -1.91 0.13
C6 -1.80 -2.59 -1.02
Cl1 -3.60 -2.11 -1.04
C7 -1.18 -3.67 -2.13
P1 -2.49 -4.36 -3.40
P2 -2.50 -2.80 -4.98
O2 -3.66 -2.99 -6.03
O3 -0.89 -2.76 -5.71
O4 -2.62 -1.27 -4.08
C8 0.43 -4.09 -2.18
O5 0.98 -5.05 -3.16
C9 1.41 -3.38 -1.07
C10 3.03 -3.47 -0.80
O6 3.93 -4.16 -1.55
H1 4.40 -1.95 3.41
H2 5.85 -1.37 2.04
H3 4.65 -4.19 1.48
H4 -1.15 -1.15 0.95
H5 -2.04 -5.60 -3.97
H6 -0.40 -1.93 -5.38
H7 -1.73 -1.16 -3.60
H8 0.24 -5.22 -3.83
C11 0.47 0.86 5.30
C12 -0.56 0.59 4.28
N2 -1.38 0.38 3.48
H9 0.77 -0.06 5.83
H10 1.38 1.28 4.85
H11 0.12 1.57 6.05
O7 2.28 3.08 4.40
H12 2.66 3.05 3.54
O8 -2.99 0.96 -2.02
H13 -3.43 0.66 -1.19
H14 -3.31 1.86 -2.30
H15 -3.09 0.30 -2.75
Cs1 0.07 -0.32 -5.88
N3 -0.59 4.80 4.63
O9 -0.18 4.66 3.47
O10 -1.28 5.80 4.93
O11 -0.33 3.95 5.50
Cs2 -1.79 -4.37 -6.54
O12 -4.97 -0.63 -10.58
P3 -5.16 -2.10 -10.98
O13 -5.18 -2.22 -12.52
O14 -6.49 -2.62 -10.41
O15 -4.00 -2.94 -10.42
C13 0.15 8.93 3.70
O16 1.05 8.35 4.28
N4 -1.08 8.40 3.54
N5 0.31 10.16 3.15
H16 -1.83 8.87 3.05
H17 -1.23 7.49 3.93
H18 1.21 10.59 3.25
H19 -0.42 10.65 2.66
Cs3 1.71 9.21 1.35
C14 3.93 -4.33 5.82
Cl2 3.85 -3.44 7.34
Cl3 4.42 -3.28 4.49
H20 4.66 -5.14 5.92
H21 2.95 -4.75 5.59

## Properties
**DFT total energy**: -4487.42553 Ha
**Lowest unoccupied orbital energy**: -0.86 eV
**Spin multiplicity**: 1
**Frontier orbital gap**: 1.40 eV
**Total charge**: -1
**HOMO level**: -0.08295 Ha
**F_max**: 0.352 hartree/bohr
**ΔE to the lowest compared entry with this formula, charge and spin**: 164.2 kcal per mole

***

No. 2
DFT (wB97M-V/def2-TZVPD) results for a 2-piece molecular cluster, C5H6N overall.

Cartesian coordinates (Å):
C1 -1.00 -0.43 1.21
C2 0.39 1.28 1.51
C3 -0.13 0.06 2.33
C4 0.77 -0.14 1.19
C5 -0.11 -1.08 -2.24
N1 -0.16 -0.75 0.33
H1 -0.32 1.91 0.88
H2 1.10 1.79 2.05
H3 -0.23 -0.22 3.33
H4 0.34 -0.03 -2.26
H5 -1.02 -1.43 -1.94
H6 0.60 -1.74 -2.67

## Properties
**DFT total energy**: -248.24109 Ha
**Lowest unoccupied orbital energy (alpha / beta)**: -7.63 / -7.62 eV
**Spin multiplicity**: 1
**Frontier orbital gap (alpha / beta)**: 6.42 / 6.42 eV
**Total charge**: +1
**HOMO level (alpha / beta)**: -0.51617 / -0.51621 Ha
**F_max**: 0.098 hartree/bohr
**ΔE to the lowest compared entry with this formula, charge and spin**: 235.1 kcal per mole

***

No. 3
DFT (wB97M-V/def2-TZVPD) results for C31H29CrN6O3S as an isolated structure.

Cartesian coordinates (Å):
Cr1 -1.51 0.33 -0.01
O1 0.11 1.27 0.44
C1 0.97 1.01 1.38
C2 2.32 1.48 1.21
C3 3.16 1.48 2.29
C4 2.85 0.87 3.52
C5 1.56 0.39 3.69
C6 0.65 0.38 2.62
C7 -0.68 -0.17 2.82
N1 -1.73 0.03 2.00
C8 -2.89 -0.78 2.40
C9 -3.83 -0.84 1.24
N2 -3.00 -1.04 0.06
C10 -3.05 -2.17 -0.59
C11 -1.90 -2.66 -1.30
C12 -2.11 -3.79 -2.11
C13 -1.00 -4.27 -2.81
C14 0.27 -3.71 -2.72
C15 0.51 -2.57 -1.98
C16 -0.55 -2.09 -1.19
O2 -0.31 -1.18 -0.30
H1 2.58 1.78 0.22
H2 4.09 2.03 2.23
H3 3.55 0.87 4.31
H4 1.19 -0.06 4.63
H5 -0.88 -0.70 3.72
H6 -3.38 -0.34 3.29
H7 -2.60 -1.81 2.67
H8 -4.40 0.11 1.10
H9 -4.54 -1.68 1.31
H10 -4.00 -2.84 -0.57
H11 -3.11 -4.17 -2.29
H12 -1.13 -5.16 -3.34
H13 1.11 -4.34 -3.07
H14 1.47 -2.03 -1.94
C17 -2.30 3.24 1.92
C18 -3.25 2.94 0.73
C19 -4.50 3.57 0.69
C20 -5.39 3.33 -0.33
C21 -5.03 2.33 -1.30
C22 -5.90 2.07 -2.38
C23 -5.40 1.36 -3.42
C24 -4.03 1.03 -3.53
C25 -3.17 1.23 -2.49
S1 -1.55 0.71 -2.43
C26 -3.72 1.83 -1.32
N3 -2.93 1.96 -0.19
H15 -2.30 4.31 2.08
H16 -1.32 2.92 1.65
H17 -2.69 2.64 2.74
H18 -4.73 4.18 1.57
H19 -6.35 3.94 -0.47
H20 -6.91 2.46 -2.32
H21 -6.05 1.15 -4.24
H22 -3.64 0.49 -4.40
C27 8.46 0.42 -1.15
N4 7.20 -0.22 -0.71
C28 7.17 -1.56 -0.47
C29 6.01 -2.12 0.01
C30 4.87 -1.27 0.10
N5 4.85 -0.09 -0.48
C31 6.05 0.57 -0.63
O3 6.17 1.79 -0.64
N6 3.73 -1.74 0.65
H23 8.51 1.29 -0.44
H24 8.34 0.84 -2.17
H25 9.23 -0.34 -1.10
H26 8.11 -2.00 -0.57
H27 6.06 -3.18 0.32
H28 3.61 -2.66 1.02
H29 3.03 -1.06 0.79

## Properties
**DFT total energy**: -3195.70742 Ha
**Lowest unoccupied orbital energy (alpha / beta)**: -0.20 / -0.36 eV
**Spin multiplicity**: 4
**Frontier orbital gap (alpha / beta)**: 6.73 / 6.76 eV
**HOMO level (alpha / beta)**: -0.25442 / -0.26186 Ha
**F_max**: 0.070 hartree/bohr
**ΔE to the lowest compared entry with this formula, charge and spin**: 0.0 kcal per mole

***

No. 4
DFT (wB97M-V/def2-TZVPD) results for a 2-piece molecular cluster, CH4ClN2O overall.

Cartesian coordinates (Å):
C1 -0.42 -0.72 -0.44
N1 0.54 -1.39 0.10
N2 -0.34 1.44 0.08
O1 -1.64 1.79 -0.06
Cl1 -1.69 -1.40 -1.21
H1 1.23 -1.09 0.78
H2 0.87 -2.32 0.01
H3 0.29 1.79 -0.61
H4 -2.21 1.60 0.67

## Properties
**DFT total energy**: -684.99255 Ha
**Lowest unoccupied orbital energy (alpha / beta)**: -5.82 / -5.81 eV
**Spin multiplicity**: 1
**Frontier orbital gap (alpha / beta)**: 8.84 / 8.85 eV
**Total charge**: +1
**HOMO level (alpha / beta)**: -0.53883 / -0.53875 Ha
**F_max**: 0.123 hartree/bohr
**ΔE to the lowest compared entry with this formula, charge and spin**: 95.3 kcal per mole

***

No. 5
DFT (wB97M-V/def2-TZVPD) results for a 2-piece molecular cluster, CH6N2S2 overall.

Cartesian coordinates (Å):
H1 2.20 -0.09 -3.43
N1 1.89 0.33 -2.57
C1 0.67 0.57 -2.27
N2 0.61 1.16 -0.99
H2 -0.19 0.28 -2.89
H3 -0.14 1.82 -0.90
H4 1.48 1.55 -0.62
S1 -0.55 -1.22 3.77
S2 -2.12 -0.83 2.64
H5 -1.18 -1.57 4.92
H6 -2.65 -2.01 2.33

## Properties
**DFT total energy**: -947.54793 Ha
**Lowest unoccupied orbital energy**: 0.52 eV
**Spin multiplicity**: 1
**Frontier orbital gap**: 9.65 eV
**HOMO level**: -0.33558 Ha
**SMILES**: [H]/N=C/N.SS
**F_max**: 0.069 hartree/bohr
**ΔE to the lowest compared entry with this formula, charge and spin**: 18.8 kcal per mole

***

No. 6
DFT (wB97M-V/def2-TZVPD) results for C27H54O27 as an isolated structure.

Cartesian coordinates (Å):
C1 -1.24 1.54 -2.89
O1 -0.39 0.43 -3.31
C2 -0.89 -0.72 -3.73
O2 -2.12 -1.04 -3.57
O3 0.09 -1.50 -4.15
C3 -0.24 -2.82 -4.39
H1 -2.01 1.77 -3.62
H2 -0.61 2.42 -2.72
H3 -1.61 1.48 -1.87
H4 -0.71 -3.34 -3.56
H5 0.67 -3.40 -4.57
H6 -0.88 -2.89 -5.27
C4 0.11 0.87 2.70
O4 0.54 -0.05 1.72
C5 -0.28 -0.31 0.66
O5 -1.50 -0.11 0.53
O6 0.45 -0.75 -0.31
C6 -0.08 -0.84 -1.64
H7 -0.88 0.67 3.10
H8 0.16 1.85 2.22
H9 0.85 0.70 3.49
H10 -0.69 -1.74 -1.75
H11 0.74 -0.78 -2.35
H12 -0.68 0.04 -1.86
C7 2.06 -0.14 7.00
O7 1.84 1.04 6.22
C8 1.91 0.95 4.87
O8 1.94 -0.04 4.12
O9 1.89 2.23 4.40
C9 1.81 2.55 3.01
H13 2.20 0.28 7.99
H14 3.02 -0.61 6.79
H15 1.25 -0.87 6.99
H16 2.37 3.45 2.77
H17 0.75 2.69 2.83
H18 2.18 1.74 2.38
C10 5.11 -3.64 -3.40
O10 3.70 -3.76 -3.46
C11 3.04 -3.51 -2.37
O11 3.46 -3.16 -1.27
O12 1.75 -3.80 -2.54
C12 0.78 -3.27 -1.59
H19 5.53 -4.42 -2.77
H20 5.38 -2.67 -3.00
H21 5.65 -3.72 -4.34
H22 -0.19 -3.61 -1.94
H23 0.76 -2.19 -1.69
H24 0.95 -3.56 -0.56
C13 3.15 0.70 0.67
O13 2.45 1.17 -0.45
C14 1.54 2.18 -0.28
O14 1.10 2.48 0.78
O15 1.19 2.71 -1.47
C15 -0.07 3.38 -1.56
H25 4.04 0.26 0.22
H26 2.58 -0.10 1.16
H27 3.32 1.47 1.42
H28 0.10 4.40 -1.19
H29 -0.81 2.87 -0.94
H30 -0.37 3.45 -2.60
C16 2.83 -0.60 -3.06
O16 3.12 -0.31 -4.43
C17 3.09 -1.21 -5.40
O17 3.85 -1.11 -6.42
O18 2.22 -2.23 -5.10
C18 2.30 -3.48 -5.76
H31 3.37 -1.49 -2.74
H32 1.78 -0.79 -2.85
H33 3.05 0.30 -2.48
H34 3.16 -4.02 -5.37
H35 2.59 -3.27 -6.79
H36 1.39 -4.08 -5.68
C19 -4.46 0.37 -2.76
O19 -4.23 -1.01 -2.34
C20 -3.31 -1.21 -1.36
O20 -2.69 -0.34 -0.83
O21 -3.10 -2.50 -1.09
C21 -2.18 -2.99 -0.04
H37 -3.55 0.90 -3.02
H38 -4.83 0.91 -1.88
H39 -5.17 0.43 -3.59
H40 -2.04 -2.18 0.67
H41 -1.15 -3.20 -0.32
H42 -2.59 -3.83 0.52
C22 -3.36 -0.02 0.90
O22 -4.39 -0.29 1.87
C23 -4.29 -0.01 3.13
O23 -3.46 0.74 3.60
O24 -5.16 -0.63 3.84
C24 -5.06 -0.94 5.23
H43 -3.02 1.02 0.92
H44 -3.73 -0.37 -0.06
H45 -2.50 -0.67 1.07
H46 -4.44 -0.18 5.72
H47 -4.58 -1.90 5.44
H48 -6.02 -1.06 5.73
C25 -1.25 3.07 1.90
O25 -1.07 4.31 2.46
C26 -0.96 4.37 3.85
O26 -1.34 3.54 4.65
O27 -0.38 5.57 4.21
C27 -0.20 5.96 5.58
H49 -1.66 2.25 2.49
H50 -0.25 2.77 1.59
H51 -1.90 3.09 1.02
H52 -0.91 5.40 6.20
H53 -0.39 7.02 5.69
H54 0.70 5.49 6.00

## Properties
**DFT total energy**: -3091.74782 Ha
**Lowest unoccupied orbital energy**: 0.43 eV
**Spin multiplicity**: 1
**Frontier orbital gap**: 8.15 eV
**HOMO level**: -0.28364 Ha
**F_max**: 0.340 hartree/bohr
**ΔE to the lowest compared entry with this formula, charge and spin**: 615.8 kcal per mole

***

No. 7
DFT (wB97M-V/def2-TZVPD) results for an isolated ion of composition C8H14N and charge +1.

Cartesian coordinates (Å):
C1 0.28 1.60 0.76
C2 0.77 0.65 1.60
C3 -1.42 -2.17 -1.68
C4 -1.45 -0.99 -1.00
C5 -0.48 1.31 -0.51
C6 0.53 -0.73 1.51
C7 -0.39 -0.08 -1.02
C8 -0.04 2.30 -1.60
N1 1.51 -1.63 2.16
H1 0.40 2.64 1.00
H2 1.48 0.99 2.35
H3 -2.25 -2.84 -1.67
H4 -0.56 -2.45 -2.27
H5 -2.34 -0.72 -0.45
H6 -1.53 1.51 -0.26
H7 -0.44 -1.15 1.37
H8 0.48 -0.31 -1.62
H9 -0.62 2.14 -2.51
H10 1.01 2.16 -1.84
H11 -0.19 3.32 -1.28
H12 1.13 -2.58 2.23
H13 1.74 -1.30 3.11
H14 2.38 -1.67 1.62

## Properties
**DFT total energy**: -367.59696 Ha
**Lowest unoccupied orbital energy (alpha / beta)**: -4.76 / -3.67 eV
**Spin multiplicity**: 1
**Frontier orbital gap (alpha / beta)**: 6.05 / 8.35 eV
**Total charge**: +1
**HOMO level (alpha / beta)**: -0.39745 / -0.44167 Ha
**F_max**: 0.014 hartree/bohr
**ΔE to the lowest compared entry with this formula, charge and spin**: 52.0 kcal per mole

***

No. 8
DFT (wB97M-V/def2-TZVPD) results for an isolated ion of composition C4H8BrFN3 and charge +1.

Cartesian coordinates (Å):
C1 1.88 -1.55 1.24
C2 2.90 0.61 1.05
C3 -1.05 1.42 -0.83
C4 -0.75 -0.02 -0.77
N1 2.86 -0.60 1.49
N2 0.49 -0.23 -0.02
N3 0.77 -1.30 0.54
F1 4.01 1.26 1.09
Br1 4.52 -1.52 1.91
H1 1.85 -2.46 1.74
H2 1.99 1.15 0.76
H3 -0.25 2.04 -1.31
H4 -1.89 1.58 -1.47
H5 -1.38 1.82 0.13
H6 -1.68 -0.28 -0.08
H7 -0.71 -0.58 -1.77
H8 0.32 -2.22 0.44

## Properties
**DFT total energy**: -2994.93695 Ha
**Lowest unoccupied orbital energy (alpha / beta)**: -5.50 / -5.50 eV
**Spin multiplicity**: 1
**Frontier orbital gap (alpha / beta)**: 7.18 / 7.18 eV
**Total charge**: +1
**HOMO level (alpha / beta)**: -0.46583 / -0.46586 Ha
**F_max**: 0.055 hartree/bohr
**ΔE to the lowest compared entry with this formula, charge and spin**: 45.2 kcal per mole